(1)
Molecular formula: CH7BNO
Method: DFT, the ωB97M-V functional and the def2-TZVPD basis

XYZ file:
```
11
Properties=species:S:1:pos:R:3:forces:R:3
B 1.119 0.641 0.118 -3.0983 1.0404 -0.3879
C -0.460 0.652 -0.141 -1.5015 -0.2212 -4.0944
N -0.979 -0.802 -0.013 -0.9864 0.4413 0.2440
O 1.570 -0.571 0.377 -0.5723 -0.4448 -0.3066
H 1.405 1.749 0.186 1.7864 0.6801 0.0100
H -0.977 1.363 0.500 -0.2592 -0.3195 0.0865
H -0.901 0.972 -1.437 1.8396 -0.6224 4.2114
H -1.762 -0.937 0.668 0.7176 0.2461 -0.7095
H -1.325 -1.037 -0.960 0.3039 -0.4970 0.9183
H -0.184 -1.401 0.289 -0.4497 0.1756 -0.4514
H 2.496 -0.629 0.413 2.2198 -0.4786 0.4797
```
Positions in Å, forces in eV/Å.

Summary:
LUMO level ... -0.145 Ha
Net charge ... +1
E ... -196.884893 Ha
Kohn-Sham gap ... 12.24 eV
HOMO level ... -16.17 eV

Atomic partial charges in e from the Löwdin method, atoms 1 to 2: -0.281, -0.064

=====

(2)
Molecular formula: C63H48N10ORuTe
Method: DFT, the ωB97M-V functional and the def2-TZVPD basis

XYZ file:
```
124
Properties=species:S:1:pos:R:3:forces:R:3
Ru -0.687 -0.069 0.849 0.1253 -1.2424 -0.0529
C -2.708 -6.288 1.654 -0.1162 -0.0101 -0.0066
C -4.013 -5.749 1.437 0.0685 -0.0773 0.0270
C -4.192 -4.424 1.150 0.0574 0.1005 0.0377
C -3.058 -3.589 1.038 -0.0516 -0.1595 0.0081
C -2.878 -2.203 0.869 -0.1402 0.3599 -0.6017
N -3.718 -1.338 1.627 0.0156 -0.0989 -0.0426
C -3.050 -0.729 2.539 0.0616 -0.4841 0.2157
C -3.470 -0.676 3.965 -0.0118 0.2881 -0.1513
C -4.686 -0.508 4.593 -0.0064 -0.0178 0.0304
C -4.724 -0.645 5.980 -0.0062 -0.0108 -0.0222
C -3.582 -0.980 6.701 0.0179 0.0015 -0.0125
C -2.365 -1.188 6.052 -0.0294 -0.0210 0.0270
C -2.322 -1.012 4.686 0.1446 -0.0052 -0.0360
C -1.201 -1.166 3.698 -0.1443 -0.5590 -0.0642
N -0.149 -1.881 3.889 0.0563 -0.0696 -0.0351
C 0.775 -2.022 2.774 -0.0099 -0.0987 -0.2618
N 1.312 -2.501 0.576 -0.1592 -0.1326 -0.0983
C 2.734 -2.611 0.879 -0.0627 -0.1815 -0.6083
N 3.348 -1.522 0.415 -0.0398 0.0934 1.0742
C 2.479 -0.521 0.229 0.3381 -0.1664 0.0571
N 1.146 -1.046 0.646 0.3243 0.4101 0.0554
C 0.932 -0.693 2.002 0.1432 0.1604 -0.0299
N 0.473 -2.994 1.580 -0.2318 0.0649 0.3142
C -0.862 -3.065 1.121 0.0834 0.1020 -0.1413
N -1.541 -1.955 0.732 -0.1024 -0.0879 0.7285
C -1.749 -4.131 1.256 -0.0248 -0.1394 -0.1517
C -1.594 -5.503 1.570 0.0425 0.1024 -0.0427
C 1.919 0.368 2.314 -0.1083 0.0885 -0.0232
C 2.098 1.103 3.468 -0.0912 0.0494 -0.0524
C 3.114 2.057 3.508 0.0373 -0.0047 -0.0120
C 3.952 2.233 2.412 0.0056 0.0143 0.0355
C 3.799 1.470 1.257 -0.0632 0.0072 -0.0185
C 2.769 0.547 1.202 0.0782 -0.0393 0.0366
C 3.070 -2.960 2.258 0.0606 0.0443 0.1288
C 4.321 -3.409 2.680 -0.0556 -0.1022 -0.0812
C 4.594 -3.579 4.029 0.0469 0.0446 0.0395
C 3.622 -3.312 4.983 -0.0148 -0.0067 -0.0213
C 2.377 -2.839 4.578 0.0026 0.0045 0.0197
C 2.098 -2.632 3.240 0.0701 0.2222 -0.0054
N -1.656 -0.634 2.539 -0.0740 1.1564 0.3351
H -2.608 -7.341 1.893 -0.0073 -0.0023 -0.0086
H -4.873 -6.406 1.502 0.0054 -0.0054 0.0175
H -5.184 -4.019 0.987 0.0023 0.0248 0.0446
H -5.575 -0.281 4.019 -0.0048 0.0092 0.0062
H -5.661 -0.499 6.505 0.0014 0.0045 0.0027
H -3.644 -1.090 7.777 -0.0028 -0.0002 0.0013
H -1.476 -1.482 6.596 0.0047 -0.0049 -0.0071
H -0.603 -5.907 1.741 0.0020 -0.0028 -0.0033
H 1.456 0.937 4.325 -0.0045 0.0099 0.0000
H 3.258 2.657 4.398 0.0037 -0.0042 0.0052
H 4.752 2.964 2.466 -0.0072 0.0099 -0.0045
H 4.487 1.573 0.426 -0.0187 0.0276 -0.0193
H 5.079 -3.604 1.931 0.0011 -0.0283 0.0099
H 5.581 -3.906 4.338 -0.0081 -0.0360 -0.0126
H 3.836 -3.446 6.037 -0.0068 -0.0203 0.0016
H 1.607 -2.598 5.298 0.0103 0.0238 0.0059
C 6.310 0.000 -6.881 -0.0183 -0.0124 0.0118
C 5.223 0.197 -5.855 0.0025 -0.0098 -0.0012
C 4.471 1.362 -5.817 -0.0349 -0.0352 -0.0368
C 3.478 1.563 -4.861 -0.0432 0.0415 -0.1361
C 2.725 2.868 -4.898 0.0239 0.0078 0.0331
C 3.201 0.571 -3.904 0.3583 0.2637 0.2493
Te 1.969 1.050 -2.143 -0.1576 -0.3805 -1.4596
N 0.288 1.445 -0.139 -0.1633 0.1926 0.6052
C -0.413 2.500 -0.079 -0.0459 0.1198 -0.0663
O -1.709 2.519 0.268 -0.0756 0.0081 -0.1744
C 0.067 3.894 -0.351 -0.0744 -0.1452 0.0834
C -0.827 4.951 -0.516 -0.0115 0.0286 -0.1081
C -0.358 6.232 -0.767 0.0119 -0.0238 -0.0057
C 1.007 6.468 -0.865 -0.0042 -0.0021 -0.0012
C 1.900 5.422 -0.671 -0.0073 -0.0105 -0.0054
C 1.434 4.145 -0.397 0.0710 0.0648 0.1691
C 0.218 1.105 -3.372 -0.1098 0.3345 0.2658
C -0.456 2.314 -3.536 0.0041 0.0167 0.0398
C -1.646 2.393 -4.245 -0.0147 -0.0307 -0.0407
C -2.159 1.249 -4.837 0.0275 0.0252 0.0084
C -1.499 0.041 -4.671 0.0120 0.0001 -0.0194
C -0.331 -0.063 -3.917 -0.0064 -0.0186 -0.0487
C 0.286 -1.415 -3.698 0.0101 0.0330 0.0230
C 3.956 -0.615 -3.946 -0.1212 -0.0757 0.0691
C 3.741 -1.764 -2.988 0.0567 0.0593 0.0311
C 4.945 -0.781 -4.915 -0.0343 0.0003 -0.0581
H 6.441 0.897 -7.489 0.0027 -0.0019 -0.0014
H 6.075 -0.829 -7.552 0.0027 0.0035 -0.0061
H 7.265 -0.228 -6.404 0.0027 0.0021 -0.0051
H 4.671 2.146 -6.543 -0.0062 0.0037 0.0020
H 3.089 3.498 -5.711 0.0041 0.0038 -0.0027
H 2.831 3.411 -3.956 -0.0165 -0.0194 0.0145
H 1.657 2.701 -5.040 0.0132 0.0038 -0.0133
H -1.889 4.759 -0.451 0.0014 -0.0074 -0.0060
H -1.061 7.049 -0.882 -0.0014 -0.0021 -0.0425
H 1.374 7.465 -1.076 -0.0003 0.0039 0.0084
H 2.967 5.599 -0.723 0.0018 0.0145 0.0227
H 2.123 3.343 -0.170 -0.0375 -0.0521 -0.0996
H -0.040 3.215 -3.098 -0.0007 -0.0223 0.0227
H -2.163 3.341 -4.333 0.0136 0.0067 -0.0179
H -3.081 1.291 -5.406 -0.0061 -0.0063 0.0030
H -1.914 -0.859 -5.113 -0.0130 -0.0067 0.0228
H -0.287 -2.189 -4.210 -0.0051 0.0015 -0.0020
H 0.320 -1.656 -2.632 0.0123 0.0134 0.0055
H 1.311 -1.434 -4.064 0.0216 -0.0358 -0.0302
H 3.158 -1.477 -2.119 -0.0320 -0.0255 0.0154
H 4.695 -2.154 -2.631 0.0069 0.0072 -0.0047
H 3.218 -2.585 -3.487 0.0024 -0.0047 -0.0097
H 5.516 -1.706 -4.922 0.0049 0.0017 0.0086
C -3.442 -0.301 -1.744 -0.0069 -0.0233 0.0865
C -4.210 0.541 -0.762 -0.0023 0.1439 -0.2084
C -5.589 0.665 -0.923 0.0027 -0.0165 -0.0062
C -6.343 1.482 -0.103 0.0281 0.0028 0.0488
C -5.716 2.192 0.914 -0.0034 -0.0035 -0.0524
C -4.347 2.089 1.113 -0.0360 -0.0508 0.1226
C -3.702 2.804 2.270 -0.0109 -0.0333 -0.0161
C -3.591 1.257 0.268 0.0676 0.0922 0.0883
N -2.191 1.171 0.444 0.1301 -0.0280 -0.0174
H -3.775 -0.078 -2.759 -0.0022 -0.0191 0.0081
H -3.602 -1.363 -1.550 0.0053 -0.0129 0.0095
H -2.371 -0.116 -1.679 -0.0066 0.0368 -0.0275
H -6.065 0.112 -1.726 -0.0132 0.0044 0.0018
H -7.414 1.569 -0.250 -0.0034 -0.0088 0.0051
H -6.298 2.827 1.574 -0.0094 -0.0121 0.0092
H -4.464 3.158 2.965 0.0055 -0.0234 0.0207
H -3.107 3.656 1.942 0.0082 0.0013 -0.0116
H -3.022 2.131 2.798 0.0135 0.0129 -0.0097
```
Positions in Å, forces in eV/Å.

Summary:
LUMO level (alpha / beta) ... 0.139 / 0.139 Ha
Net charge ... -2
E ... -3415.068712 Ha
Kohn-Sham gap (alpha / beta) ... 4.64 / 4.64 eV
HOMO level (alpha / beta) ... -0.85 / -0.85 eV

Atomic partial charges in e from the Löwdin method, atoms 1 to 2: 1.385, -0.133

=====

(3)
Molecular formula: C20H21
Method: DFT, the ωB97M-V functional and the def2-TZVPD basis

XYZ file:
```
41
Properties=species:S:1:pos:R:3:forces:R:3
C 2.293 -0.063 -1.664 0.7568 0.1868 -0.0117
C 3.115 -0.393 -2.934 0.0431 -0.1568 0.4700
C 2.416 -0.015 -4.201 -1.2046 0.1270 -0.3020
C 1.077 0.200 -4.258 1.5640 0.0812 -0.9680
C 0.254 0.138 -3.081 -0.0254 -0.4669 2.1451
C 0.815 -0.054 -1.853 -0.7215 0.3019 -1.6156
H 2.581 -0.752 -0.856 -0.0444 0.2717 -0.1312
H 2.593 0.953 -1.351 -0.1575 -0.2193 0.1805
H 4.080 0.140 -2.885 -0.3012 -0.3438 0.0291
H 3.347 -1.474 -2.942 -0.0229 0.3347 -0.2170
H 3.032 0.030 -5.097 -0.2416 -0.0215 0.0349
H 0.580 0.416 -5.208 0.3269 -0.0189 0.2627
H -0.825 0.256 -3.205 0.2355 -0.1411 0.1795
H 0.215 -0.085 -0.952 0.0069 0.1648 -0.2024
C 2.376 -0.129 5.015 0.0659 0.2747 0.2307
C 1.389 -0.280 3.899 0.2676 -0.3170 -0.2089
C 1.202 -1.528 3.287 -0.2795 -0.1561 -0.2066
C 0.343 -1.661 2.212 0.0072 -0.0478 -0.2428
C -0.354 -0.546 1.648 0.2862 0.1068 0.0570
C -1.134 -0.779 0.470 -1.2000 -0.2761 1.5948
C -2.241 -0.052 -0.078 -0.3448 0.3570 -0.4003
C -3.080 -0.730 -1.019 0.4236 0.0240 0.2316
C -4.094 -0.071 -1.696 -0.0533 -0.0075 0.0800
C -4.342 1.288 -1.455 0.5333 -0.4514 0.0498
C -3.595 1.952 -0.477 0.2764 0.0212 0.3692
C -2.586 1.298 0.229 -0.3578 -0.0885 -0.1840
C -0.205 0.693 2.337 0.1771 -0.0743 0.5072
C 0.653 0.811 3.426 -0.4381 0.2437 -0.3989
H 2.402 0.906 5.368 0.0193 -0.1885 -0.0136
H 2.132 -0.773 5.869 -0.0390 0.0605 -0.2281
H 3.391 -0.399 4.694 -0.2663 -0.0032 -0.0508
H 1.747 -2.393 3.667 -0.2481 0.1846 -0.1068
H 0.128 -2.652 1.807 0.3462 0.2405 -0.0618
H -1.023 -1.789 0.062 0.0592 0.3127 0.0008
H -2.940 -1.808 -1.139 0.0858 0.4209 -0.2856
H -4.694 -0.615 -2.421 0.0863 0.1052 0.1917
H -5.108 1.815 -2.021 0.1406 -0.1158 0.1788
H -3.806 2.999 -0.253 0.0390 -0.3515 -0.0141
H -2.115 1.814 1.061 -0.1064 0.0004 -0.6144
H -0.792 1.559 2.066 0.4532 -0.0841 -0.0740
H 0.773 1.773 3.931 -0.1475 -0.2903 -0.2548
```
Positions in Å, forces in eV/Å.

Summary:
LUMO level ... -0.215 Ha
Net charge ... +1
E ... -774.389396 Ha
Kohn-Sham gap ... 4.62 eV
HOMO level ... -10.47 eV

Atomic partial charges in e from the Löwdin method, atoms 1 to 2: -0.188, -0.184

=====

(4)
Molecular formula: C2HClF2S
Method: DFT, the ωB97M-V functional and the def2-TZVPD basis

XYZ file:
```
7
Properties=species:S:1:pos:R:3:forces:R:3
C -0.642 0.524 -0.068 -1.2450 1.3704 0.4294
C 0.626 -0.138 -0.251 0.6537 -3.3080 2.5078
F 0.725 -1.110 -1.109 -0.1563 0.6770 0.0811
F 0.450 -1.304 1.398 0.4393 2.3303 -2.7195
S -0.687 2.132 0.187 0.2272 -1.0889 -0.1937
Cl -2.030 -0.477 -0.125 0.2232 0.0506 -0.1749
H 1.559 0.372 -0.032 -0.1420 -0.0315 0.0697
```
Positions in Å, forces in eV/Å.

Summary:
LUMO level ... -0.096 Ha
E ... -1134.809839 Ha
Kohn-Sham gap ... 7.79 eV
HOMO level ... -10.40 eV

Atomic partial charges in e from the Löwdin method, atoms 1 to 2: -1.210, -0.214